A molecular structure, C39H38N2O4S2Se2W, computed with ωB97M-V/def2-TZVPD.

```
! RIJCOSX wB97M-V def2-TZVPD def2/J DEFGRID3
* xyz 2 1
W 0.87 -1.66 0.16
Se 0.46 -3.34 2.32
Se 2.28 -0.50 2.10
S 0.06 -3.44 -1.12
S 3.02 -2.69 -0.33
O 0.04 3.19 -0.09
O -1.76 2.41 0.97
O -0.70 -1.02 0.77
O 1.14 -0.21 -0.81
N 4.60 -5.92 -1.15
N 0.67 -6.86 -2.31
C -2.28 -0.81 -1.53
C -3.91 -1.89 3.22
C -4.71 0.52 -1.43
C -0.87 1.33 1.00
C 3.78 3.59 -1.96
C -2.52 -0.28 2.09
C -3.95 -1.06 4.34
C 2.92 -2.02 3.14
C -1.54 1.17 -4.73
C -1.72 0.04 0.82
C 2.63 -4.27 -0.97
C -3.82 0.61 -0.36
C 1.01 -5.85 -1.88
C -0.98 3.59 0.83
C 3.71 -5.20 -1.08
C -2.60 -0.06 -0.41
C 1.37 -4.58 -1.33
C -1.18 1.94 -2.48
C 1.19 -5.12 1.99
C 3.98 0.11 1.37
C 1.74 -2.78 3.70
C 4.53 1.35 -2.34
C -2.57 0.55 3.20
C -4.39 -0.26 -2.53
C -0.36 4.01 2.15
C 2.28 1.75 -1.56
C 0.89 1.23 -1.20
C -3.29 0.16 4.32
C -0.02 1.19 -2.40
C -3.20 -1.49 2.10
C 4.79 2.72 -2.33
C -1.82 4.67 0.21
C 2.53 3.12 -1.58
C 0.38 0.42 -3.50
C -0.39 0.39 -4.65
C 0.37 1.85 0.13
C -1.93 1.94 -3.65
C -3.18 -0.92 -2.58
C 3.29 0.87 -1.96
H 1.24 1.79 0.80
H -5.10 -0.35 -3.35
H -2.60 4.98 0.91
H 5.75 3.10 -2.63
H -4.44 -2.83 3.22
H 5.30 0.66 -2.66
H 1.75 3.82 -1.32
H 3.77 0.89 0.64
H 1.07 -5.67 2.92
H -1.50 2.54 -1.65
H -5.65 1.04 -1.38
H 3.54 -1.60 3.94
H -4.51 -1.36 5.22
H -1.32 -1.29 -1.63
H -2.83 2.54 -3.71
H -3.34 0.81 5.18
H 1.30 -0.15 -3.46
H 3.96 4.66 -1.97
H 0.59 -5.58 1.21
H -1.20 5.54 -0.01
H -2.92 -1.52 -3.44
H 3.55 -2.63 2.48
H 2.07 -3.69 4.18
H 4.53 0.51 2.22
H -0.44 1.22 2.00
H -1.14 4.25 2.87
H -2.28 4.32 -0.71
H 3.12 -0.20 -2.00
H 0.28 3.23 2.58
H -0.08 -0.20 -5.49
H 0.26 4.90 2.00
H 2.24 -5.07 1.70
H 4.51 -0.72 0.91
H -2.13 1.17 -5.64
H 1.18 -2.19 4.42
H -3.20 -2.12 1.22
H -4.09 1.19 0.51
H -2.10 1.52 3.20
*
```

energy above the lowest of the compared OMol25 structures with the same formula, charge and spin	0.2439	eV
orbital gap	5.382	eV
LUMO	-8.3	eV

***

C4H7NO2 in the gas phase, computed with ωB97M-V/def2-TZVPD.

```
! RIJCOSX wB97M-V def2-TZVPD def2/J DEFGRID3
* xyz 0 1
O 0.83 0.46 0.04
O -1.24 1.33 0.78
N 2.88 0.10 -0.45
C -0.42 0.99 -0.30
C -1.52 -1.14 0.66
C -1.61 0.19 -0.02
C 1.81 0.79 -0.82
H -1.55 -1.96 -0.07
H 3.73 0.21 -0.98
H -2.49 0.36 -0.64
H -0.34 1.70 -1.12
H 2.89 -0.56 0.33
H -0.59 -1.22 1.23
H -2.37 -1.27 1.35
*
```

energy above the lowest of the compared OMol25 structures with the same formula, charge and spin	3.1921	eV
orbital gap	10.136	eV
LUMO	1.0	eV